C40H49Cl5CrFN7 | ωB97M-V with the def2-TZVPD basis set

Summary:
2S+1: 5
ΔE to the lowest compared entry with this formula, charge and spin, kcal per mole: 13.37
HOMO (alpha / beta), eV: -6.48 / -6.52

XYZ file:
```
103
Properties=species:S:1:pos:R:3:mulliken_spin:R:1
Cr 0.289 -0.361 -0.238 3.768
C -2.187 -5.199 0.048 0.001
C -1.532 -5.539 -1.291 0.000
C -0.337 -6.504 -1.054 0.000
C -1.206 -4.440 -2.332 0.004
C -0.913 -5.027 -3.572 -0.002
C -0.707 -4.305 -4.726 0.003
C -0.915 -2.937 -4.679 -0.001
C -1.214 -2.304 -3.483 -0.046
C -1.605 -0.839 -3.520 0.028
C -0.913 -0.033 -4.623 0.000
C -3.124 -0.695 -3.689 -0.002
C -1.243 -3.023 -2.254 0.084
N -1.178 -2.279 -1.049 -0.073
C -2.253 -2.153 -0.246 0.060
C -3.602 -2.464 -0.556 0.005
C -4.624 -2.316 0.363 -0.001
C -4.383 -1.872 1.662 0.004
C -3.079 -1.540 2.010 0.000
C -2.102 -1.671 1.064 0.043
F -0.809 -1.243 1.411 -0.004
H -2.326 -6.131 0.604 0.000
H -3.166 -4.748 -0.087 0.000
H -1.596 -4.526 0.668 0.000
H -2.286 -6.129 -1.816 0.000
H -0.022 -6.489 -0.011 0.000
H 0.525 -6.253 -1.674 0.000
H -0.618 -7.534 -1.281 0.000
H -0.862 -6.110 -3.622 0.000
H -0.441 -4.800 -5.652 0.000
H -0.866 -2.358 -5.593 0.000
H -1.352 -0.410 -2.557 -0.055
H -1.336 -0.263 -5.604 0.001
H 0.162 -0.222 -4.663 0.001
H -1.073 1.034 -4.452 -0.002
H -3.454 -1.203 -4.600 0.000
H -3.396 0.363 -3.766 0.000
H -3.663 -1.117 -2.843 0.001
H -3.809 -2.836 -1.552 0.001
H -5.638 -2.556 0.065 0.000
H -5.186 -1.772 2.379 0.000
H -2.827 -1.167 2.995 0.000
C -2.109 3.398 1.060 -0.001
N -1.117 2.450 1.537 -0.001
C -1.626 1.412 2.421 0.033
C 0.194 2.480 1.177 -0.074
N 0.899 1.388 1.288 0.002
C 2.267 1.369 1.575 0.097
C 2.953 2.304 2.360 0.010
C 4.292 2.130 2.682 0.003
C 4.971 0.995 2.246 -0.001
C 4.278 0.029 1.530 0.008
C 2.936 0.207 1.212 0.031
N 2.184 -0.791 0.559 0.007
C 2.197 -2.003 1.103 -0.096
N 2.258 -2.249 2.447 0.005
C 1.823 -1.248 3.404 0.001
C 3.182 -3.235 2.985 0.000
N 2.211 -3.085 0.300 0.015
C 2.404 -2.921 -1.138 0.050
C 1.467 -4.283 0.654 -0.005
N 0.638 3.684 0.658 0.004
C 0.425 4.921 1.395 0.000
C 1.777 3.745 -0.240 -0.001
H -3.009 2.852 0.768 -0.002
H -1.735 3.934 0.192 0.000
H -2.392 4.118 1.833 0.000
H -1.830 1.823 3.415 0.000
H -0.900 0.611 2.499 -0.009
H -2.553 1.006 2.017 -0.001
H 2.410 3.152 2.758 0.000
H 4.802 2.875 3.281 0.000
H 6.017 0.850 2.481 0.000
H 4.774 -0.879 1.201 0.001
H 1.085 -0.590 2.952 0.012
H 2.656 -0.642 3.773 0.000
H 1.363 -1.760 4.251 0.000
H 3.599 -3.837 2.183 0.000
H 2.680 -3.893 3.698 0.000
H 4.001 -2.723 3.501 0.000
H 3.071 -2.084 -1.326 0.005
H 1.454 -2.761 -1.655 -0.007
H 2.855 -3.835 -1.527 0.002
H 2.074 -5.166 0.459 0.000
H 0.566 -4.316 0.042 0.003
H 1.184 -4.264 1.702 0.001
H -0.305 4.783 2.186 0.000
H 0.079 5.715 0.729 0.000
H 1.365 5.249 1.852 0.000
H 1.940 2.780 -0.713 -0.002
H 2.694 4.036 0.280 0.000
H 1.566 4.483 -1.017 0.000
Cl 1.402 0.746 -2.076 -0.004
C -0.051 1.725 -1.856 -0.093
C -0.954 1.155 -0.973 0.301
C -2.166 1.834 -0.907 -0.082
Cl -3.431 1.238 0.115 -0.002
C -2.428 2.988 -1.656 -0.020
Cl -3.956 3.778 -1.551 -0.001
C -1.443 3.534 -2.481 0.018
Cl -1.719 4.999 -3.338 0.002
C -0.221 2.881 -2.592 -0.025
Cl 1.020 3.472 -3.630 -0.002
```


C40H50AsBrClNO6P2S2Si3Ti | ωB97M-V with the def2-TZVPD basis set

Summary:
ΔE to the lowest compared entry with this formula, charge and spin, kcal per mole: 35.85
HOMO, eV: -2.15
Total charge: -2

XYZ file:
```
108
Properties=species:S:1:pos:R:3:lowdin_charge:R:1
Ti 0.265 -0.531 0.843 0.587
S -1.593 0.476 -0.452 0.340
P -0.534 2.199 -0.056 0.475
C 0.881 1.817 0.730 -0.589
P 1.770 2.703 1.865 0.372
S 1.885 2.106 3.758 0.213
C 1.328 4.502 1.882 -0.310
C 1.798 5.393 0.921 -0.088
C 1.381 6.718 0.911 -0.102
C 0.487 7.173 1.870 -0.117
C 0.026 6.296 2.844 -0.101
C 0.449 4.976 2.853 -0.117
C 3.500 2.830 1.223 -0.333
C 3.768 2.601 -0.122 -0.117
C 5.059 2.720 -0.623 -0.091
C 6.101 3.066 0.225 -0.115
C 5.845 3.285 1.575 -0.106
C 4.554 3.165 2.070 -0.108
C -1.668 3.365 0.793 -0.305
C -1.999 4.622 0.297 -0.085
C -2.840 5.461 1.019 -0.109
C -3.361 5.045 2.235 -0.113
C -3.025 3.794 2.739 -0.076
C -2.175 2.962 2.029 -0.080
C -0.400 2.992 -1.716 -0.330
C -1.484 3.026 -2.592 -0.116
C -1.379 3.669 -3.816 -0.099
C -0.183 4.274 -4.186 -0.113
C 0.906 4.224 -3.330 -0.087
C 0.794 3.580 -2.103 -0.073
H 2.516 5.060 0.182 0.093
H 1.758 7.395 0.152 0.091
H 0.152 8.204 1.859 0.088
H -0.676 6.637 3.595 0.097
H 0.104 4.290 3.617 0.072
H 2.960 2.279 -0.769 0.074
H 5.244 2.509 -1.669 0.103
H 7.111 3.152 -0.159 0.087
H 6.657 3.539 2.247 0.088
H 4.343 3.304 3.124 0.067
H -1.597 4.960 -0.650 0.098
H -3.080 6.444 0.629 0.093
H -4.020 5.700 2.795 0.089
H -3.421 3.456 3.688 0.104
H -1.905 1.994 2.432 0.071
H -2.409 2.540 -2.309 0.087
H -2.229 3.688 -4.489 0.092
H -0.099 4.770 -5.146 0.088
H 1.849 4.672 -3.619 0.095
H 1.643 3.508 -1.438 0.066
O -1.765 -1.888 3.871 -0.484
Cl -2.124 -0.890 2.860 0.836
O -3.081 0.056 3.436 -0.469
O -0.859 -0.050 2.607 -0.643
O -0.014 -2.101 1.065 -0.517
Br 1.789 -1.512 4.050 0.813
C 2.980 -1.025 2.680 -0.731
C 4.343 -0.971 2.933 -0.104
C 5.190 -0.702 1.874 -0.050
C 4.663 -0.533 0.604 -0.004
C 3.291 -0.581 0.451 -0.175
N 2.466 -0.795 1.484 0.043
C 2.635 -0.458 -0.915 -0.605
O 3.349 -0.182 -1.872 0.037
O 1.384 -0.715 -0.918 -0.157
H 4.706 -1.132 3.937 0.096
H 6.259 -0.640 2.038 0.105
H 5.269 -0.341 -0.269 0.116
C -5.175 -3.118 -1.513 -0.234
Si -3.580 -3.895 -2.161 0.243
C -3.247 -3.125 -3.851 -0.237
C -4.002 -5.712 -2.496 -0.234
As -1.829 -3.323 -0.695 0.850
Si -1.987 -5.048 0.903 0.268
C -1.839 -6.819 0.255 -0.225
C -3.653 -4.836 1.750 -0.215
C -0.651 -4.846 2.194 -0.218
Si 0.001 -4.041 -1.998 0.275
C 1.506 -4.256 -0.899 -0.206
C -0.275 -5.673 -2.916 -0.225
C 0.342 -2.742 -3.300 -0.203
H -5.910 -3.058 -2.323 0.019
H -4.989 -2.108 -1.144 0.026
H -5.622 -3.694 -0.700 0.008
H -4.184 -3.083 -4.415 0.020
H -2.530 -3.708 -4.434 0.011
H -2.857 -2.111 -3.755 0.027
H -4.760 -5.732 -3.289 0.021
H -4.430 -6.197 -1.616 0.015
H -3.145 -6.298 -2.831 0.002
H -2.427 -7.017 -0.640 -0.007
H -2.177 -7.499 1.044 0.021
H -0.795 -7.059 0.039 0.016
H -4.486 -4.766 1.048 -0.001
H -3.629 -3.919 2.343 0.026
H -3.845 -5.673 2.428 0.024
H 0.345 -5.001 1.776 0.018
H -0.808 -5.577 2.996 0.031
H -0.684 -3.842 2.617 -0.006
H 1.492 -5.231 -0.403 0.018
H 1.535 -3.476 -0.137 0.003
H 2.415 -4.195 -1.506 0.032
H -0.555 -6.487 -2.244 0.001
H 0.659 -5.948 -3.416 0.023
H -1.048 -5.581 -3.683 0.006
H 0.590 -1.790 -2.829 0.018
H -0.502 -2.595 -3.976 0.004
H 1.203 -3.067 -3.894 0.032
```


Look up the ΔE to the lowest compared entry with this formula, charge and spin of the second one. 35.85 kcal per mole


ΔE to the lowest compared entry with this formula, charge and spin of number 2 (C40H50AsBrClNO6P2S2Si3Ti)? 35.85 kcal per mole


Which of these has the highest ΔE to the lowest compared entry with this formula, charge and spin? C40H50AsBrClNO6P2S2Si3Ti